(1)
The following is a DFT calculation (wB97M-V/def2-TZVPD) of C16H23AsBiNO9P2S as an isolated structure at a distorted geometry.

The geometry in XYZ format:
```
54
Properties=species:S:1:pos:R:3:forces:R:3
Bi -0.364672 -0.168375 0.471287 0.381 -0.088 -0.870
C 0.072372 3.603281 -1.246966 0.000 -0.110 0.049
C 1.060751 2.796179 -0.445404 -0.036 0.135 0.026
C 2.011682 1.998832 -1.081110 0.015 0.005 -0.033
C 2.927629 1.262159 -0.347291 0.041 0.017 -0.059
C 2.913227 1.308367 1.040605 0.018 0.065 0.040
C 1.964936 2.083625 1.686928 0.022 0.095 -0.023
C 1.044470 2.819210 0.946292 0.042 0.119 -0.061
H 0.479870 3.850702 -2.226140 -0.034 0.010 -0.014
H -0.179969 4.532965 -0.736632 -0.025 -0.002 -0.005
H -0.853236 3.041475 -1.406422 -0.014 0.045 -0.023
H 2.034374 1.965254 -2.164381 0.011 -0.016 0.008
H 3.655588 0.645647 -0.857486 -0.022 -0.024 0.008
H 3.630515 0.734463 1.609703 -0.029 -0.047 -0.006
H 1.935160 2.128306 2.767886 0.006 -0.036 -0.001
H 0.317311 3.439058 1.460952 0.002 -0.005 0.007
O 2.517719 -3.309503 0.746084 -0.119 0.070 -0.069
C 1.564280 -2.570131 0.859765 0.171 -0.131 0.193
O 1.573505 -1.276829 0.836921 -0.148 0.049 -0.210
C 0.199388 -3.153016 1.179049 0.051 0.016 0.041
C 0.045605 -4.497418 1.450566 -0.062 -0.014 -0.083
C -1.187752 -4.948995 1.882120 -0.018 0.034 0.012
C -2.214503 -4.034091 2.061740 0.014 -0.011 -0.019
C -1.992475 -2.710299 1.746292 -0.086 -0.005 -0.010
N -0.810224 -2.283898 1.294302 -0.114 -0.440 0.100
H 0.895508 -5.147565 1.307961 0.029 0.018 0.030
H -1.348326 -5.997931 2.092032 0.014 -0.003 0.002
H -3.184383 -4.336670 2.429067 -0.009 0.001 -0.032
H -2.765961 -1.967178 1.860557 -0.045 0.105 -0.108
O -3.364300 0.430057 -1.930568 0.120 -0.167 -0.251
P -3.634499 -0.468218 -0.640904 0.073 0.222 0.646
O -5.024781 -0.389179 -0.191291 -0.181 0.025 0.013
O -2.626661 0.008563 0.455375 -0.030 -0.262 -0.218
O -3.214310 -1.967806 -1.043245 0.213 0.198 -0.092
P -1.835329 -2.378902 -1.841335 -0.377 0.065 -0.050
O -2.249855 -2.121719 -3.370628 0.006 -0.251 -0.076
O -1.511443 -3.778181 -1.566658 0.088 -0.061 0.162
O -0.885219 -1.226084 -1.543912 0.238 0.045 0.234
H -2.620551 0.108853 -2.467203 -0.123 0.137 0.074
H -2.493053 -2.961352 -3.788435 0.020 0.223 0.050
C -3.234143 2.901477 1.552314 0.176 -0.399 -0.202
As -2.792481 1.507454 2.827339 -0.184 0.482 1.178
C -2.722654 2.571716 4.468513 0.032 -0.127 -0.156
C -4.358419 0.423769 3.157346 0.097 -0.057 -0.423
S -0.900521 0.486566 2.982639 -0.390 0.344 0.509
H -3.946750 3.563796 2.041531 0.016 -0.071 0.105
H -3.686202 2.445502 0.678973 0.015 -0.023 -0.132
H -2.344506 3.464719 1.276303 0.036 -0.081 0.016
H -3.686507 3.049951 4.641427 -0.022 -0.019 -0.045
H -1.949640 3.334877 4.390640 0.014 -0.045 -0.086
H -2.481359 1.921230 5.307227 -0.020 -0.039 -0.039
H -5.073454 1.017175 3.724831 0.055 0.088 -0.019
H -4.066540 -0.447084 3.741508 0.073 0.027 -0.042
H -4.788710 0.125893 2.201337 -0.003 -0.106 -0.048
```
Positions in Å, forces in eV/Å.

Its orbital gap is 9.2 eV. Its total charge is 0. The HOMO energy comes out at -9.3 eV. The value obtained for the molar mass is 751.28 g/mol. For the total energy, the calculation gives -4887.06856 Eh.

---

(2)
The following is a DFT calculation (wB97M-V/def2-TZVPD) of C5H6BrF5GaO3S as an isolated structure at a distorted geometry.

The geometry in XYZ format:
```
22
Properties=species:S:1:pos:R:3:forces:R:3
C 1.937935 2.002022 -0.030580 -0.205 -0.347 0.036
S 0.283148 2.248086 -0.889353 -1.039 2.888 -1.852
O -0.432296 3.467019 -0.292296 1.940 -2.529 -0.558
O 0.455161 2.384328 -2.398696 0.421 -0.561 3.157
Ga -1.021122 0.409620 -0.311970 -1.814 -0.386 0.521
C -0.935437 0.187130 1.730891 0.378 0.164 -0.119
C -1.450090 -1.200677 2.304099 2.731 0.828 5.111
O -1.045756 -1.536622 3.450870 -1.832 0.708 -4.664
Br -2.704103 -2.444011 1.421663 0.526 0.853 0.059
C -0.482619 -1.247126 -1.418189 0.201 0.062 -1.576
F -0.117734 -0.757364 -2.734677 -0.466 -1.142 2.047
F -1.578619 -2.153437 -1.667670 2.337 1.456 0.601
C 0.794760 -2.061120 -0.894227 0.221 -2.812 -0.985
F 1.039639 -1.964838 0.485959 -0.382 0.171 -2.934
F 0.530983 -3.454298 -1.142752 0.981 2.649 0.760
F 1.980375 -1.774683 -1.607825 -2.449 -0.293 2.009
H 2.679681 2.821293 -0.311883 -1.059 -1.170 0.398
H 2.275108 0.950364 -0.335122 -0.262 1.584 0.221
H 1.693574 1.966844 1.082535 0.399 0.312 -1.453
H -2.567104 0.724557 -0.676498 0.651 0.046 -0.143
H 0.165074 0.353558 2.038590 -1.786 -0.798 0.028
H -1.500558 1.079356 2.197131 0.509 -1.681 -0.665
```
Positions in Å, forces in eV/Å.

Its orbital gap is 8.7 eV. Its total charge is -1. The HOMO energy comes out at -5.9 eV. The value obtained for the molar mass is 390.78 g/mol. For the total energy, the calculation gives -5816.17089 Eh.